(1)
The following is a DFT calculation (ωB97M-V with the def2-TZVPD basis set) of a single C6H8F2N2O molecule.

Calculated values
electronic energy	-16810.664	eV
HOMO level	-8.3034	eV
ΔE to the lowest compared entry with this formula, charge and spin	42.9	kcal per mole
SMILES string	CC1=NN(C)[C@H](F)OC(F)=C1
LUMO energy	0.9	eV
orbital gap	9.2	eV

XYZ file:
```
19
Properties=species:S:1:pos:R:3:forces:R:3:lowdin_charge:R:1
F 3.131868 1.388436 -0.090161 -0.459 -0.266 -0.009 0.089
F 1.835410 -1.943061 0.992035 -0.542 -0.324 -1.006 0.004
O 1.910403 -0.352225 -0.576499 0.281 1.311 -0.558 0.055
N -0.149531 -1.269533 -0.030542 1.409 -1.735 0.145 -0.148
N -0.763826 -0.057048 0.084678 -0.774 -0.923 -0.206 0.105
C -0.457361 1.172444 0.173057 -0.098 1.134 -0.057 -0.308
C 1.851473 0.967008 -0.114208 1.844 -0.980 -0.566 -0.295
C 0.884578 1.855136 0.104781 -0.979 -1.062 0.458 0.048
C -1.053386 -2.333936 -0.520324 -1.464 1.817 1.407 -0.038
C 1.251891 -1.583384 -0.257330 -0.330 4.729 3.575 -0.238
C -1.619331 2.095160 0.568071 1.504 0.315 0.523 -0.042
H 1.628806 -2.303062 -0.953776 -0.579 -0.476 -0.637 0.162
H -1.583070 2.133450 1.656748 -0.083 0.213 0.152 0.083
H -2.043669 -2.275897 0.067619 1.419 0.233 -1.445 0.119
H -1.503799 3.102723 0.202725 0.523 0.459 -0.111 0.062
H -1.050353 -2.085249 -1.555934 -1.349 -0.489 -1.126 0.073
H -0.729126 -3.338196 -0.394111 0.985 -0.637 0.393 0.066
H 1.069384 2.960948 0.339097 -0.262 -2.113 -0.373 0.152
H -2.610353 1.866283 0.304073 -1.047 -1.208 -0.559 0.054
```
Forces are in eV/Å.


(2)
The following is a DFT calculation (ωB97M-V with the def2-TZVPD basis set) of a molecular structure, C2H4F3HgO2S.

Calculated values
electronic energy	-29384.700	eV
HOMO level	-15.2393	eV
charge	+1
LUMO energy	-7.8	eV
orbital gap	7.4	eV

XYZ file:
```
13
Properties=species:S:1:pos:R:3:forces:R:3:lowdin_charge:R:1
Hg -1.504399 0.674265 0.885975 -4.740 -2.754 -1.318 1.409
S 0.891912 1.719555 0.860498 1.339 0.213 -0.982 1.005
F 3.312713 0.723188 0.678899 -0.265 0.154 -0.111 0.163
F 2.383256 0.458916 2.612350 -0.136 0.117 -0.061 0.160
F 1.787558 -0.781783 0.948119 -0.308 -0.080 -0.056 0.156
O 0.167891 1.007382 -0.320063 1.873 1.166 0.021 -0.606
O -0.127748 1.509705 2.005991 1.829 1.367 1.876 -0.600
C 2.185869 0.423981 1.304233 0.603 -0.259 0.338 -0.761
C -1.825968 -1.146547 -1.778318 1.524 0.951 0.041 -0.062
H -2.773470 -1.252078 -1.238563 0.173 0.843 0.948 0.014
H -1.398942 -2.158615 -1.655740 -0.169 0.423 -1.020 0.044
H -0.909850 -0.429516 -1.559159 -2.252 -1.158 0.302 0.030
H -2.188816 -0.748452 -2.744226 0.528 -0.982 0.021 0.047
```
Forces are in eV/Å.